[1]
The following is a quantum chemistry calculation of a structure of composition C25H21BF3N4O7PbS, from OMol25.

Each line ends with the Mulliken charge.
Element x y z (Å)
1 Pb -2.4365 0.9379 -3.0645  1.1744
2 O -5.6972 -0.7845 -6.0275  -0.7186
3 C -5.0825 -0.5015 -5.0050  0.0258
4 O -3.6426 -0.5518 -5.0263  -0.1025
5 C -5.6070 -0.1094 -3.7539  0.4114
6 C -6.9907 -0.3070 -3.4885  -0.9309
7 C -7.4774 -0.0396 -2.2450  -0.1378
8 C -6.5968 0.4336 -1.2336  -0.6426
9 C -5.2821 0.6553 -1.5575  0.4617
10 N -4.7810 0.4107 -2.7766  -0.0887
11 C -4.3236 1.2128 -0.5087  0.3308
12 O -4.7041 1.3042 0.6509  -0.7258
13 O -3.1599 1.5678 -0.9456  -0.7169
14 H -7.6154 -0.6855 -4.2852  0.4290
15 H -8.5258 -0.2047 -2.0271  0.3995
16 H -6.9195 0.6323 -0.2232  0.4922
17 F 4.3261 1.7397 -0.2827  -0.3676
18 C 3.3580 0.8668 0.1273  0.7701
19 C 2.2607 0.6988 -0.6667  -1.1701
20 C 1.2303 -0.1373 -0.2630  0.3242
21 C 0.0183 -0.2538 -1.1003  1.8034
22 O -0.1375 0.5381 -2.0294  -0.8402
23 C -0.8714 -1.3181 -0.7215  -0.3046
24 C -0.6839 -1.9296 0.4719  -0.6209
25 N 0.3205 -1.6500 1.3492  0.2374
26 C 0.3253 -2.2822 2.6449  -0.3129
27 C -0.9426 -2.2842 3.4354  -0.9140
28 C 0.2065 -1.4268 3.8738  -0.4062
29 C 1.3500 -0.8239 0.9527  -0.6672
30 C 2.4970 -0.6558 1.7344  -0.5642
31 C 3.5104 0.1998 1.3458  -0.2736
32 N 4.6277 0.3467 2.2153  0.1403
33 C 5.9377 0.7248 1.7276  -0.9359
34 C 6.2056 2.2288 1.7986  -0.6483
35 N 5.9113 2.7128 3.1958  -0.0970
36 C 4.5026 2.3691 3.5986  -0.7271
37 C 4.3682 0.8504 3.5494  -0.7455
38 C -1.9798 -1.9210 -1.5865  0.1559
39 O -2.4682 -2.9635 -1.1728  -0.7300
40 O -2.2787 -1.3343 -2.6823  -0.3049
41 H 2.1633 1.2405 -1.5997  0.5699
42 H -1.3768 -2.7074 0.7642  0.7220
43 H 0.9585 -3.1602 2.7107  0.3967
44 H -1.1808 -3.1693 4.0076  0.2657
45 H -1.8028 -1.7863 3.0070  0.3576
46 H 0.7638 -1.7208 4.7540  0.2655
47 H 0.1068 -0.3569 3.7379  0.2433
48 H 2.6074 -1.2092 2.6575  0.8293
49 H 6.0648 0.3968 0.7005  0.4652
50 H 6.6901 0.2066 2.3370  0.3879
51 H 5.5546 2.7691 1.1191  0.4741
52 H 7.2450 2.4511 1.5616  0.3503
53 H 6.0705 3.7166 3.2589  0.3501
54 H 6.5523 2.2500 3.8428  0.3661
55 H 3.8246 2.8267 2.8796  0.3588
56 H 4.3079 2.7657 4.5933  0.4298
57 H 3.3663 0.5720 3.8624  0.4114
58 H 5.0838 0.4023 4.2513  0.3341
59 F -3.5245 -2.8764 -5.4547  -0.2179
60 B -2.9634 -1.6829 -5.3053  0.5399
61 F -1.6419 -1.6149 -5.5427  -0.2868
62 S -0.2810 0.8389 -6.4716  -0.0649
63 C -1.3402 1.5820 -5.6699  -0.0102

The value obtained for the HOMO-LUMO gap (alpha / beta) is 1.66 / 5.04 eV. Its LUMO energy (alpha / beta) is -2.033 / -2.033 eV. Its HOMO energy (alpha / beta) is -3.7 / -7.1 eV. The energy above the lowest of the compared OMol25 structures with the same formula, charge and spin comes out at 2.972 eV. The charge is 0. The multiplicity is 2.


[2]
The following is a quantum chemistry calculation of a structure of composition C6H9NO, from OMol25.

Each line ends with the Mulliken charge.
Element x y z (Å)
1 C -1.9802 0.6302 -0.0773  -0.9087
2 C -0.7499 -0.1316 -0.3818  0.4907
3 C -0.0218 -0.8447 0.7765  -0.7499
4 C 1.5284 -0.6524 0.4926  -0.0263
5 C 1.6685 0.9342 0.1341  -0.8687
6 C 0.6228 0.3248 -0.9277  -0.0734
7 H -2.5856 -0.2357 0.4251  0.2633
8 H -2.5603 1.0310 -1.0313  0.2744
9 H -1.6345 1.4156 0.7681  0.2444
10 H -1.3728 -2.0089 -0.2734  0.2454
11 H -0.5973 -0.8683 1.6110  0.6587
12 H 2.4204 -0.9504 1.0785  0.4437
13 H 1.3328 1.8374 0.8109  0.2208
14 H 2.7208 1.4523 -0.2119  0.2407
15 H 0.3178 0.5680 -1.8834  0.5672
16 N -0.5071 -1.6310 -0.3907  -0.5914
17 O 1.3981 -0.8706 -0.9192  -0.4309

The value obtained for the HOMO-LUMO gap is 9.56 eV. Its LUMO energy is 0.945 eV. Its HOMO energy is -8.6 eV. The energy above the lowest of the compared OMol25 structures with the same formula, charge and spin comes out at 6.620 eV. The charge is 0.